# 1
The following is a quantum chemistry calculation of a structure of composition C6H13BINO3PS2 in a non-equilibrium geometry, from the OMol25 dataset.

lowest unoccupied orbital energy = 0.070 hartree
max |F| = 10.43 eV/Å
M = 380.0 u
HOMO-LUMO gap = 6.05 eV
net charge = -1
DFT total energy = -53798.0784 eV
HOMO level = -4.14 eV

Geometry (Å):
1 C 2.0726 -1.8752 0.0945
2 P 1.6272 -0.1266 -0.5303
3 C 3.0428 0.7000 -1.5093
4 B 0.9182 0.9935 0.8510
5 C -0.7213 1.1378 1.0474
6 C -1.5266 -0.2909 1.0876
7 C -1.7580 -0.9997 -0.3726
8 S -3.5546 -1.0414 -0.9452
9 O -4.5536 -1.5209 0.1349
10 O -3.5950 -1.9632 -2.2244
11 O -3.8883 0.5611 -1.5285
12 N 1.8088 1.8172 1.8127
13 C 1.8375 3.1201 1.3006
14 S 1.9281 4.5276 0.2944
15 H 2.1734 -1.8432 1.2805
16 H 1.1316 -2.5689 -0.1275
17 H 2.9873 -2.3722 -0.4397
18 H 3.4149 -0.0944 -2.3143
19 H 3.9389 1.0908 -0.8662
20 H 2.5569 1.5797 -2.1527
21 H -1.1341 1.9180 0.2734
22 H -0.8747 1.6404 2.1194
23 H -2.6075 -0.0474 1.5316
24 H -0.9390 -1.0004 1.8467
25 H -1.2910 -2.0825 -0.3112
26 H -1.1578 -0.4451 -1.2388
27 H -3.0827 0.8321 -2.0962
28 I 1.2464 -1.6464 2.9821

# 2
The following is a quantum chemistry calculation of a structure of composition C6H13BeMgO5 in a non-equilibrium geometry, from the OMol25 dataset.

lowest unoccupied orbital energy (alpha / beta) = -0.317 / -0.339 hartree
2S+1 = 2
max |F| = 2.91 eV/Å
M = 198.5 u
HOMO-LUMO gap (alpha / beta) = 6.51 / 9.21 eV
net charge = +2
DFT total energy = -22500.2029 eV
energy relative to the best compared isomer or geometry (same formula, charge and spin) = 0.0 kcal/mol
HOMO level (alpha / beta) = -15.13 / -18.45 eV

Geometry (Å):
1 O -0.6844 0.5483 0.3457
2 C -0.4075 1.9054 0.6702
3 C 0.8947 2.3510 0.0299
4 O 0.8879 1.9507 -1.3462
5 C 2.0199 2.4177 -2.0823
6 Be -0.0022 0.2765 -1.3207
7 H -0.3374 2.0325 1.7602
8 H -1.2454 2.5132 0.3029
9 H 1.7579 1.8713 0.5184
10 H 0.9982 3.4433 0.0900
11 H 2.0421 1.8827 -3.0370
12 H 1.9171 3.4942 -2.2704
13 H 2.9391 2.2142 -1.5151
14 O 0.8014 -0.9705 -0.4718
15 C 0.4741 -0.4821 0.7141
16 O -0.2118 -1.2773 1.5819
17 C -0.3726 -2.6455 1.3523
18 O -1.1408 -2.9031 0.1889
19 C -2.5420 -2.5789 0.3122
20 Mg -0.1280 -2.4105 -1.5331
21 H 1.2801 0.0459 1.2459
22 H -0.9260 -3.0416 2.2109
23 H 0.6135 -3.1205 1.2943
24 H -2.9907 -2.7642 -0.6692
25 H -2.9938 -3.2389 1.0614
26 H -2.6434 -1.5138 0.5665

# 3
The following is a quantum chemistry calculation of an isolated molecule of C6H13Cl2NSi2 in a non-equilibrium geometry, from the OMol25 dataset.

lowest unoccupied orbital energy = 0.026 hartree
max |F| = 3.52 eV/Å
M = 226.3 u
HOMO-LUMO gap = 10.05 eV
DFT total energy = -48727.4786 eV
energy relative to the best compared isomer or geometry (same formula, charge and spin) = 0.0 kcal/mol
HOMO level = -9.35 eV

Geometry (Å):
1 C 3.0176 -0.0832 2.3320
2 C 2.2482 -0.8536 1.5765
3 Si 1.5296 -0.3597 -0.0956
4 C 2.5819 0.8770 -1.0724
5 Cl 1.0860 -1.9793 -1.1974
6 N -0.1445 0.4663 0.3189
7 Si -1.7764 -0.0588 0.1346
8 C -2.8764 1.3385 0.8044
9 Cl -2.0756 -1.7594 1.2099
10 C -2.1426 -0.4147 -1.6815
11 C -2.2902 -1.6170 -2.2161
12 H 3.3643 -0.3926 3.3055
13 H 3.3388 0.8955 2.0110
14 H 1.9605 -1.8245 1.9674
15 H 2.1121 1.1362 -2.0166
16 H 2.7366 1.7947 -0.5152
17 H 3.5587 0.4551 -1.2925
18 H -0.0039 1.3210 0.8306
19 H -2.5392 1.6743 1.7811
20 H -2.8620 2.1945 0.1369
21 H -3.9082 1.0158 0.9060
22 H -2.2134 0.4504 -2.3348
23 H -2.4804 -1.7607 -3.2697
24 H -2.2216 -2.5159 -1.6233

# 4
The following is a quantum chemistry calculation of an isolated molecule of C6H13ClN2 in a non-equilibrium geometry, from the OMol25 dataset.

lowest unoccupied orbital energy = 0.038 hartree
max |F| = 5.37 eV/Å
M = 148.6 u
HOMO-LUMO gap = 9.73 eV
DFT total energy = -21933.2204 eV
energy relative to the best compared isomer or geometry (same formula, charge and spin) = 0.0 kcal/mol
HOMO level = -8.71 eV

Geometry (Å):
1 C -0.3047 -2.2525 -0.7994
2 C -1.0573 -1.2923 0.2405
3 N 0.0091 -0.9329 1.1870
4 N 0.7190 0.0274 0.4648
5 C 1.7498 0.5708 1.2955
6 C -0.1217 1.0507 -0.0526
7 C 0.4952 1.8163 -1.1176
8 C -1.4921 -0.0180 -0.5285
9 Cl -3.0062 0.6292 0.0578
10 H 0.6806 -1.8506 -0.6585
11 H -0.7057 -1.9065 -1.7628
12 H -0.4951 -3.2424 -0.4516
13 H -1.9160 -1.6987 0.7158
14 H -0.3260 -0.4144 2.0843
15 H 2.4012 1.1180 0.5841
16 H 1.3408 1.1353 2.1261
17 H 2.2665 -0.3939 1.6286
18 H -0.6741 1.6988 0.7000
19 H 0.9429 1.2140 -1.9158
20 H 1.3140 2.4357 -0.6612
21 H -0.2075 2.5005 -1.5208
22 H -1.6129 -0.1943 -1.6155

# 5
The following is a quantum chemistry calculation of the ion C6H13ClNO with charge +1 in a non-equilibrium geometry, from the OMol25 dataset.

lowest unoccupied orbital energy = -0.110 hartree
max |F| = 3.51 eV/Å
M = 150.6 u
HOMO-LUMO gap = 10.51 eV
net charge = +1
DFT total energy = -22484.0736 eV
energy relative to the best compared isomer or geometry (same formula, charge and spin) = 16.0 kcal/mol
HOMO level = -13.50 eV

Geometry (Å):
1 C 2.8341 0.5827 -0.0686
2 C 1.6028 -0.2858 0.1567
3 Cl 1.8007 -1.8518 -0.5648
4 C 0.5667 -0.1762 1.2429
5 C -0.0171 0.2330 -0.0820
6 C -0.4771 1.6921 -0.2425
7 N -0.7648 -0.8470 -0.7602
8 C -2.0754 -1.1594 -0.2084
9 O -1.7836 -1.8336 0.9401
10 H 2.8417 1.0175 -0.9907
11 H 3.7965 0.0806 -0.0637
12 H 2.8320 1.3488 0.7201
13 H 0.7961 0.6409 1.9493
14 H 0.1814 -1.1182 1.6695
15 H -1.5191 1.6250 -0.2639
16 H -0.0970 2.1136 -1.1760
17 H 0.0281 2.1240 0.6170
18 H -0.0746 -1.6582 -0.4746
19 H -0.7219 -0.7429 -1.8196
20 H -2.7169 -0.3367 0.0271
21 H -2.7067 -1.7597 -0.9691
22 H -2.3435 -2.5552 1.2066

# 6
The following is a quantum chemistry calculation of a structure of composition C6H13F3FeNO8S in a non-equilibrium geometry, from the OMol25 dataset.

lowest unoccupied orbital energy (alpha / beta) = 0.247 / 0.247 hartree
2S+1 = 5
max |F| = 2.19 eV/Å
M = 372.1 u
HOMO-LUMO gap (alpha / beta) = 3.21 / 2.53 eV
net charge = -3
DFT total energy = -77672.7841 eV
energy relative to the best compared isomer or geometry (same formula, charge and spin) = 0.0 kcal/mol
HOMO level (alpha / beta) = 3.51 / 4.20 eV

Geometry (Å):
1 Fe 8.2734 1.6256 18.2395
2 O 9.4195 3.2402 18.7468
3 H 9.8059 3.8298 18.0878
4 O 9.4432 -0.0081 18.3114
5 H 9.7596 -0.2873 17.4437
6 O 7.8795 1.5146 20.5263
7 C 6.5505 1.6661 20.6795
8 C 5.8108 2.3552 19.5162
9 O 6.2481 2.0376 18.2599
10 H 6.2839 2.2644 21.6063
11 H 6.0983 0.6406 20.8294
12 H 5.8062 3.4677 19.6633
13 H 4.7158 2.0976 19.6474
14 C 8.8635 1.5492 13.5474
15 F 9.7590 0.5598 13.3261
16 F 9.5779 2.6448 13.8212
17 F 8.2474 1.7400 12.3578
18 S 7.5904 1.0927 14.8580
19 O 8.2168 1.5570 16.0761
20 O 6.4441 1.8431 14.4086
21 O 7.5357 -0.3456 14.7023
22 C 6.5742 -3.5211 19.3718
23 O 7.3567 -3.0365 20.1537
24 N 6.2483 -3.0902 18.1313
25 C 5.2440 -3.8063 17.3800
26 C 6.6723 -1.8640 17.4487
27 H 6.0249 -4.4611 19.6217
28 H 5.5167 -3.8710 16.3254
29 H 4.2774 -3.3111 17.5261
30 H 5.1407 -4.8562 17.6823
31 H 5.7892 -1.2768 17.1783
32 H 7.2937 -1.1879 18.0376
33 H 7.1984 -2.1068 16.5255

# 7
The following is a quantum chemistry calculation of a structure of composition C6H13F3Si in a non-equilibrium geometry, from the OMol25 dataset.

lowest unoccupied orbital energy (alpha / beta) = 0.028 / -0.099 hartree
2S+1 = 3
max |F| = 4.25 eV/Å
M = 170.3 u
HOMO-LUMO gap (alpha / beta) = 5.76 / 7.28 eV
DFT total energy = -22458.1833 eV
HOMO level (alpha / beta) = -4.98 / -9.96 eV

Geometry (Å):
1 C -0.4782 -0.2326 -1.9424
2 C 1.8490 -0.0009 -0.9784
3 C 0.4128 -1.9473 -0.2291
4 C -1.4446 -0.7694 2.3477
5 C -0.8640 2.4515 0.4678
6 C 0.4040 -0.3855 -0.6900
7 F -0.9923 3.1723 1.6320
8 F 0.2445 3.0712 -0.0746
9 F 1.1335 0.9181 1.6700
10 Si -0.1810 0.6516 0.8406
11 H -0.5796 0.8185 -2.2442
12 H 0.1241 -0.7479 -2.7048
13 H -1.4985 -0.5207 -1.7461
14 H 2.5862 -0.4365 -0.2164
15 H 2.1725 1.1004 -1.0643
16 H 2.1413 -0.3274 -1.9044
17 H -0.6962 -2.2688 -0.0009
18 H 0.9136 -2.5604 -1.0724
19 H 1.1055 -1.9331 0.7205
20 H -2.0450 -0.0129 2.8677
21 H -1.9427 -1.3698 1.5763
22 H -0.6856 -1.3904 2.8805
23 H -1.6793 2.7200 -0.1353

# 8
The following is a quantum chemistry calculation of a structure of composition C6H13LiO3 in a non-equilibrium geometry, from the OMol25 dataset.

lowest unoccupied orbital energy (alpha / beta) = -0.002 / -0.010 hartree
max |F| = 3.43 eV/Å
M = 140.1 u
HOMO-LUMO gap (alpha / beta) = 6.44 / 6.38 eV
DFT total energy = -12773.2894 eV
energy relative to the best compared isomer or geometry (same formula, charge and spin) = 124.4 kcal/mol
HOMO level (alpha / beta) = -6.50 / -6.67 eV

Geometry (Å):
1 H -2.7533 1.5524 -0.9752
2 C -2.5146 1.2731 0.0648
3 H -1.9436 -0.4481 -1.7959
4 H -3.4436 0.9226 0.5436
5 H -2.1267 2.1592 0.5821
6 C -1.7552 -0.8187 -0.7709
7 H -2.6612 -1.3844 -0.4931
8 O -1.5121 0.2842 0.0942
9 C -0.4918 -1.6590 -0.7741
10 H -0.5861 -2.3995 -1.5977
11 H 0.2952 -0.9333 -1.0770
12 O -0.0913 -2.2306 0.4202
13 C 1.8461 -1.4338 1.0829
14 H 1.9181 -2.5345 1.0803
15 O 1.9987 0.5316 -0.2988
16 C 1.8577 -0.0193 0.9672
17 C 1.7933 1.9206 -0.3970
18 H 0.7385 2.1591 -0.1752
19 H 2.0720 2.2307 -1.4120
20 H 2.4287 0.5085 1.7467
21 H 2.3754 2.4540 0.3729
22 Li -0.3670 -0.5226 1.5619
23 H 2.9227 -1.6123 1.2500

# 9
The following is a quantum chemistry calculation of an isolated molecule of C6H13N, from the OMol25 dataset.

lowest unoccupied orbital energy = 0.037 hartree
max |F| = 0.48 eV/Å
M = 99.2 u
HOMO-LUMO gap = 9.18 eV
DFT total energy = -7922.5642 eV
energy relative to the best compared isomer or geometry (same formula, charge and spin) = 6.2 kcal/mol
HOMO level = -8.17 eV

Geometry (Å):
1 C 2.0363 0.0909 -1.0646
2 C 0.9290 -0.9366 -0.8494
3 C -0.0354 -0.4733 0.2234
4 C 0.1496 -1.0557 1.6040
5 C -1.0083 0.4042 -0.0335
6 C -1.8968 1.0024 1.0150
7 N -1.3037 0.9095 -1.3375
8 H 2.6458 0.2438 -0.1721
9 H 1.6018 1.0505 -1.3605
10 H 2.6969 -0.2027 -1.8835
11 H 0.4056 -1.0725 -1.7979
12 H 1.3680 -1.9014 -0.5970
13 H -0.7630 -1.4887 2.0046
14 H 0.9088 -1.8392 1.6105
15 H 0.4979 -0.3272 2.3407
16 H -2.9359 0.9299 0.7099
17 H -1.8011 0.5139 1.9852
18 H -1.6364 2.0554 1.1725
19 H -0.9815 0.2823 -2.0648
20 H -0.8776 1.8146 -1.5049

# 10
The following is a quantum chemistry calculation of an isolated molecule of C6H13N in a non-equilibrium geometry, from the OMol25 dataset.

lowest unoccupied orbital energy = 0.039 hartree
max |F| = 3.47 eV/Å
M = 99.2 u
HOMO-LUMO gap = 8.95 eV
DFT total energy = -7921.6110 eV
energy relative to the best compared isomer or geometry (same formula, charge and spin) = 28.2 kcal/mol
HOMO level = -7.90 eV

Geometry (Å):
1 C -1.2196 -1.6646 -1.4042
2 C 0.0454 -1.3528 -0.5556
3 C 0.5023 0.0230 -0.1962
4 C 1.9901 0.2875 -0.3660
5 C -0.2665 0.7695 0.6386
6 C 0.1392 2.1037 1.2027
7 N -1.3063 0.0518 1.3844
8 H -1.0043 -1.3870 -2.4362
9 H -1.3905 -2.7387 -1.3733
10 H -2.1071 -1.1121 -1.0804
11 H 0.8788 -1.8431 -1.0806
12 H 0.0196 -2.0419 0.3001
13 H 2.1854 0.7448 -1.3471
14 H 2.5975 -0.6180 -0.4073
15 H 2.2572 0.9231 0.4666
16 H 1.2064 2.2130 1.3837
17 H -0.4257 2.2804 2.1159
18 H -0.2212 2.7958 0.4415
19 H -1.9454 -0.2489 0.6318
20 H -1.9354 0.8146 1.6816